A molecular structure, C33H19F4N12O2Ti, computed with ωB97M-V/def2-TZVPD.

Each line ends with the Löwdin charge.
CARTESIAN COORDINATES (ANGSTROEM)
Ti1 1.25037 0.30666 -1.01185  1.215
C1 -1.78118 -2.49766 2.68442  -0.023
N1 -0.74123 -1.66433 2.02878  -0.060
C2 -0.58991 -1.39983 0.75639  -0.052
N2 0.46058 -0.55287 0.61771  -0.059
C3 0.89729 -0.35461 1.92471  -0.137
N3 0.18637 -1.01576 2.77777  0.189
C4 -3.14710 -2.22302 2.10974  -0.223
C5 -4.03438 -3.27167 1.91034  -0.014
C6 -5.32619 -3.01202 1.46823  -0.021
C7 -5.72827 -1.71537 1.19794  0.021
C8 -4.83113 -0.66395 1.37839  -0.123
C9 -3.54963 -0.91770 1.84929  0.009
C10 -5.24266 0.70501 1.08576  -0.287
N4 -6.42705 1.16687 0.89639  0.149
N5 -6.29272 2.51288 0.64616  0.149
C11 -5.03502 2.77765 0.70307  -0.279
O1 -4.29072 1.67088 0.97644  0.112
C12 -4.35633 4.05088 0.48628  -0.125
C13 -5.08059 5.23743 0.48258  0.022
C14 -4.42290 6.43588 0.25214  -0.016
C15 -3.05618 6.45567 0.01593  -0.009
C16 -2.33269 5.26901 0.02092  -0.196
C17 -0.83777 5.32941 -0.21048  -0.027
N6 -0.34302 4.08376 -0.82412  -0.069
C18 0.10349 3.00468 -0.23842  -0.072
N7 0.30752 2.05358 -1.18668  -0.055
C19 -0.05755 2.69149 -2.36993  -0.108
N8 -0.44940 3.90394 -2.16583  0.207
C20 -2.98441 4.07027 0.25987  0.014
H1 -1.70826 -2.24408 3.74074  0.149
H2 -1.49755 -3.54198 2.56102  0.143
H3 -1.22501 -1.77841 -0.02914  0.173
H4 1.73167 0.27146 2.20193  0.139
H5 -3.73118 -4.29099 2.11875  0.126
H6 -6.01944 -3.83043 1.33073  0.126
H7 -6.72912 -1.50171 0.84696  0.133
H8 -2.88766 -0.08041 2.04452  0.123
H9 -6.14805 5.20979 0.65532  0.133
H10 -4.97949 7.36285 0.24763  0.127
H11 -2.55737 7.39797 -0.17725  0.129
H12 -0.27479 5.48227 0.71088  0.147
H13 -0.58503 6.12467 -0.90810  0.147
H14 0.26014 2.90695 0.82447  0.167
H15 -0.01064 2.22987 -3.34223  0.141
H16 -2.45530 3.12402 0.25995  0.102
F1 3.21527 -1.95279 -0.66107  0.066
C21 4.46727 -2.48307 -0.66201  -0.103
C22 4.59897 -3.80474 -0.40943  -0.115
F2 3.51794 -4.50804 -0.17270  0.178
C23 5.89630 -4.43868 -0.40588  0.012
C24 7.01076 -3.57023 -0.70864  -0.098
C25 6.84901 -2.24064 -0.96435  -0.127
F3 7.91103 -1.50767 -1.21276  0.185
C26 5.56985 -1.62725 -0.94191  0.029
C27 5.40433 -0.24159 -1.19669  -0.107
C28 4.18186 0.35656 -1.04192  -0.060
N9 3.15155 0.89984 -0.86324  0.096
C29 6.43492 0.65473 -1.63285  -0.153
N10 7.22303 1.38745 -2.03386  0.253
F4 8.21392 -4.06300 -0.72382  0.217
C30 6.06266 -5.77691 -0.12227  -0.039
C31 4.97179 -6.63655 0.20953  -0.107
N11 4.10921 -7.33694 0.50538  0.293
C32 7.32698 -6.43054 -0.12666  -0.100
N12 8.32057 -7.01067 -0.16222  0.316
C33 0.39916 -1.02176 -3.73527  -0.002
O2 0.77325 -0.46240 -2.45106  -0.307
H17 0.88245 -0.43849 -4.51456  0.111
H18 -0.68337 -0.97254 -3.81792  0.112
H19 0.74073 -2.05307 -3.76196  0.110

Properties
**E_HOMO**: -0.54981 hartree
**Max |F|**: 0.95 eV Å⁻¹
**DFT total energy**: -3324.36344 Ha
**Frontier orbital gap**: 0.1217 hartree
**Net charge**: +3

***

C6H12O in the gas phase in a non-equilibrium geometry, computed with ωB97M-V/def2-TZVPD.

Each line ends with the Löwdin charge.
CARTESIAN COORDINATES (ANGSTROEM)
C1 -2.69910 -0.07430 -0.19804  -0.014
C2 -1.84439 -1.03404 0.12390  -0.186
C3 -0.49761 -1.26737 -0.51847  -0.203
C4 0.22708 -0.01246 -0.96466  -0.212
C5 0.65596 0.92912 0.16951  -0.206
C6 1.78338 0.46403 1.01016  -0.289
O1 3.04860 0.44696 0.34764  -0.075
H1 -2.49626 0.86057 -0.70628  0.055
H2 -3.72246 -0.11238 0.16804  0.049
H3 -2.15353 -1.70372 0.92255  0.096
H4 -0.73478 -1.93072 -1.35348  0.117
H5 0.10532 -1.76119 0.24746  0.101
H6 -0.34247 0.62459 -1.64541  0.103
H7 1.10139 -0.27465 -1.56301  0.112
H8 -0.21042 1.32176 0.72018  0.115
H9 0.89611 1.90659 -0.28489  0.116
H10 1.65992 -0.58591 1.32501  0.113
H11 1.92042 0.83381 2.03523  0.117
H12 3.30286 1.36934 0.16458  0.092

Properties
**E_HOMO**: -0.35016 hartree
**Max |F|**: 2.68 eV Å⁻¹
**DFT total energy**: -310.99591 Ha
**Frontier orbital gap**: 0.3877 hartree
**SMILES**: C=CCCCCO

***

A molecular structure, C18H17Br2N3Ti in a non-equilibrium geometry, computed with ωB97M-V/def2-TZVPD.

Each line ends with the Mulliken spin population.
CARTESIAN COORDINATES (ANGSTROEM)
Ti1 0.00076 0.61482 -0.50425  1.099
C1 -2.29309 -1.26640 -2.51845  0.026
C2 -2.78540 -0.81684 -1.20017  -0.048
C3 -4.10917 -1.03972 -0.81486  -0.001
C4 -4.49874 -0.88979 0.47599  -0.003
C5 -3.54308 -0.59518 1.38484  0.002
C6 -2.22775 -0.43334 1.03394  0.020
N1 -1.86000 -0.47648 -0.27933  0.002
C7 -1.07338 -0.32560 1.99972  -0.019
C8 -1.09819 -0.31580 3.39656  -0.001
C9 0.09802 -0.30357 4.06731  -0.002
C10 1.33634 -0.15063 3.41311  -0.006
C11 1.30026 -0.09910 2.02056  -0.017
N2 0.14689 -0.28427 1.37040  0.019
C12 2.49525 0.01136 1.09326  0.019
C13 3.77158 -0.08754 1.56078  0.000
C14 4.82235 -0.04810 0.69163  0.000
C15 4.55073 0.19828 -0.64029  0.002
C16 3.22192 0.25737 -1.05211  -0.025
C17 3.01968 0.38783 -2.56029  0.016
N3 2.17439 0.11726 -0.20725  -0.008
H1 -2.57204 -2.27769 -2.76194  0.000
H2 -1.22255 -1.27701 -2.56754  -0.011
H3 -2.64492 -0.70618 -3.42813  -0.004
H4 -4.81109 -1.30912 -1.61571  0.002
H5 -5.55345 -0.95594 0.73360  0.000
H6 -3.82431 -0.50651 2.43470  0.000
H7 -2.07067 -0.32937 3.95366  0.000
H8 0.12596 -0.29767 5.15551  0.000
H9 2.20892 -0.06484 4.01708  0.000
H10 3.96794 -0.22815 2.62108  0.000
H11 5.78942 -0.10551 1.12947  0.000
H12 5.30843 0.25473 -1.38678  0.000
H13 3.84910 0.09735 -3.17311  0.000
H14 2.81052 1.46430 -2.85686  0.000
H15 2.15368 -0.19224 -2.89778  -0.004
Br1 -0.22527 1.41036 -3.08921  0.042
C18 -1.85810 2.38445 -3.01092  0.883
Br2 -0.51767 2.77360 0.34357  -0.031
H16 -2.45346 2.11181 -3.89981  0.019
H17 -1.90981 3.29905 -2.43199  0.028

Properties
**Multiplicity**: 3
**E_HOMO (spin up / spin down)**: -0.56175 / -0.56302 hartree
**Max |F|**: 2.96 eV Å⁻¹
**DFT total energy**: -6857.39934 Ha
**Frontier orbital gap (spin up / spin down)**: 0.2781 / 0.2862 hartree
**Net charge**: +2

***

A molecular structure, C16H17Cl2F5O3Re in a non-equilibrium geometry, computed with ωB97M-V/def2-TZVPD.

Each line ends with the Mulliken spin population.
CARTESIAN COORDINATES (ANGSTROEM)
C1 -1.10972 2.39081 -0.37757  0.291
C2 -1.78292 1.26555 -1.02360  0.036
C3 -0.82057 0.71096 -1.96728  -0.068
C4 -3.25976 1.12739 -1.19531  -0.009
C5 0.38191 1.51634 -1.89247  0.264
C6 0.19885 2.50448 -0.90844  -0.006
C7 1.22722 3.48441 -0.45667  0.007
C8 -1.74013 3.33146 0.56789  -0.052
C9 -1.18875 -0.13380 -3.13745  -0.019
C10 1.57726 1.34047 -2.74596  -0.027
Re1 -0.72129 -0.16635 0.07325  2.073
Cl1 -1.92156 -1.78569 -0.51795  0.185
Cl2 -2.24438 0.33895 1.77334  0.068
O1 0.89473 -0.89359 -0.69572  0.089
H1 -3.77664 1.85138 -0.56827  0.003
H2 -3.59757 0.12692 -0.92345  0.000
H3 -3.52722 1.29634 -2.24695  -0.005
H4 -1.91965 -0.90029 -2.85699  -0.005
H5 -0.30190 -0.62776 -3.53461  0.001
H6 -1.62758 0.48691 -3.92768  -0.007
H7 1.65428 0.30740 -3.10403  0.005
H8 2.49231 1.58386 -2.19302  0.011
H9 1.54241 2.00197 -3.62406  0.029
H10 2.23730 3.11283 -0.66318  0.001
H11 1.14452 3.64477 0.62701  0.002
H12 1.11230 4.44735 -0.95991  0.002
H13 -2.63427 2.88856 1.02033  0.004
H14 -2.01803 4.26420 0.06299  0.023
H15 -1.04244 3.57808 1.37606  0.006
H16 0.94401 -1.86489 -0.54647  0.013
O2 0.71486 1.04951 1.50786  0.054
H17 1.51762 0.51067 1.40291  0.008
F1 3.09088 -5.51884 3.62692  0.000
C11 2.30744 -4.54443 3.13876  0.001
C12 2.11693 -4.43057 1.75897  -0.002
F2 2.73006 -5.29622 0.92214  0.000
C13 1.28507 -3.45748 1.26263  0.006
F3 1.01096 -3.47404 -0.07937  0.001
C14 0.63205 -2.51283 2.10511  -0.002
O3 -0.16807 -1.60441 1.69761  0.020
C15 0.86117 -2.66204 3.51409  0.000
F4 0.24207 -1.81473 4.35171  0.000
C16 1.66347 -3.66146 4.01182  0.000
F5 1.82271 -3.81211 5.34501  0.000

Properties
**Multiplicity**: 4
**E_HOMO (spin up / spin down)**: 0.02026 / -0.04260 hartree
**Max |F|**: 7.24 eV Å⁻¹
**DFT total energy**: -2343.60141 Ha
**Frontier orbital gap (spin up / spin down)**: 0.1654 / 0.2282 hartree
**Net charge**: -2